{
  "formula": "C35H43BFN6O9STl",
  "method": "wB97M-V/def2-TZVPD",
  "e_homo_ev": -12.346,
  "charge": 2,
  "species": ["Tl", "F", "C", "C", "C", "C", "O", "C", "C", "N", "C", "C", "C", "C", "C", "C", "N", "C", "C", "N", "C", "C", "C", "O", "O", "H", "H", "H", "H", "H", "H", "H", "H", "H", "H", "H", "H", "H", "H", "H", "H", "H", "H", "C", "C", "S", "O", "O", "C", "C", "N", "C", "N", "C", "C", "N", "O", "O", "C", "H", "H", "H", "H", "H", "H", "H", "H", "H", "H", "H", "H", "H", "C", "C", "C", "C", "C", "C", "C", "C", "O", "B", "O", "C", "C", "H", "H", "H", "H", "H", "H", "H", "H", "H", "H", "H", "H"],
  "xyz": [[1.574323, -1.099418, -0.485493], [-3.393970, 3.222518, -2.939078], [-2.650154, 3.421398, -1.836381], [-1.734294, 2.473511, -1.494247], [-0.985469, 2.606876, -0.320064], [-0.023924, 1.581167, 0.053731], [0.111009, 0.582468, -0.715328], [0.646157, 1.767022, 1.284151], [0.373491, 2.887319, 2.028816], [-0.460942, 3.865569, 1.660027], [-0.652308, 5.009171, 2.536156], [-0.173006, 6.355763, 2.078477], [0.550729, 5.629706, 3.171377], [-1.192968, 3.734101, 0.484175], [-2.126730, 4.706091, 0.104405], [-2.871678, 4.573938, -1.053640], [-3.801570, 5.585303, -1.392299], [-4.312458, 5.728317, -2.754314], [-5.024212, 7.089238, -2.863289], [-4.514562, 7.978272, -1.766362], [-4.986859, 7.478259, -0.426501], [-4.812631, 5.950946, -0.408737], [1.614902, 0.787815, 1.903844], [1.747165, 0.779118, 3.106760], [2.334371, 0.079804, 1.075820], [-1.603199, 1.601597, -2.120057], [0.861333, 3.011304, 2.986123], [-1.562474, 4.953019, 3.120483], [-0.773201, 7.217881, 2.333724], [0.318582, 6.402270, 1.116238], [0.447757, 5.972124, 4.189916], [1.520529, 5.220474, 2.926624], [-2.247753, 5.587899, 0.715041], [-5.027580, 4.950405, -3.031107], [-3.481091, 5.686348, -3.454134], [-6.100220, 7.015405, -2.716820], [-4.834001, 7.574201, -3.817567], [-4.796463, 8.948859, -1.909761], [-3.492722, 7.941940, -1.777612], [-6.028679, 7.775480, -0.323711], [-4.394697, 7.986564, 0.331782], [-5.765771, 5.456179, -0.627902], [-4.508626, 5.634839, 0.584766], [0.136585, -2.263923, 8.691476], [-0.479038, -1.136760, 7.876283], [-1.433616, -1.686887, 6.493686], [-1.885270, -0.526661, 5.758753], [-2.390145, -2.667803, 6.935540], [-0.282299, -2.516869, 5.413943], [-1.112872, -3.145212, 4.293978], [-0.360576, -3.173193, 3.032602], [-0.403369, -2.181051, 2.123321], [0.437628, -2.423033, 1.120615], [1.039368, -3.629190, 1.384843], [0.558638, -4.084856, 2.563902], [0.956160, -5.276756, 3.266320], [0.574468, -5.401921, 4.414120], [1.649807, -6.052737, 2.653554], [-1.280687, -0.988390, 2.246771], [0.520690, -1.859524, 9.626432], [0.969822, -2.734843, 8.171469], [-0.607074, -3.022021, 8.930026], [0.253197, -0.431417, 7.482268], [-1.215483, -0.574452, 8.455420], [0.287746, -3.269182, 5.953512], [0.381864, -1.741060, 5.029231], [-1.999177, -2.547850, 4.095838], [-1.430563, -4.148311, 4.553578], [1.781215, -4.083361, 0.750115], [-2.306930, -1.276306, 2.469450], [-1.277432, -0.454212, 1.299887], [-0.936814, -0.325591, 3.042803], [5.675311, -5.776167, -6.816393], [4.156708, -5.573378, -6.728730], [3.738022, -4.568549, -7.801394], [3.444767, -6.903978, -7.006065], [3.799950, -5.092170, -5.321506], [4.088918, -5.919281, -4.224982], [3.813845, -5.567089, -2.910119], [3.229539, -4.335525, -2.732890], [2.846557, -3.706776, -1.535616], [2.342381, -2.516038, -1.967801], [2.356306, -2.326592, -3.311756], [2.938516, -3.511988, -3.791145], [3.206093, -3.848922, -5.097628], [5.949537, -6.102398, -7.820146], [6.022157, -6.534322, -6.113909], [6.207091, -4.847723, -6.602685], [4.001792, -4.960985, -8.783296], [4.249394, -3.611241, -7.685371], [2.660578, -4.392988, -7.795971], [3.677685, -7.244603, -8.015634], [2.362209, -6.793542, -6.925887], [3.757754, -7.686090, -6.314830], [4.553039, -6.879380, -4.403688], [4.047522, -6.217866, -2.080567], [2.962347, -3.170100, -5.899755]],
  "forces_ev_per_angstrom": [[0.095, -0.104, -0.095], [0.000, 0.065, -0.019], [-0.114, 0.066, 0.036], [0.030, -0.038, -0.034], [0.036, 0.084, 0.011], [0.038, 0.037, -0.018], [-0.135, -0.103, -0.067], [-0.157, -0.037, 0.096], [0.016, -0.017, -0.013], [-0.058, -0.006, -0.076], [-0.010, -0.015, -0.015], [0.003, 0.022, 0.008], [0.006, -0.005, 0.000], [0.022, 0.023, 0.132], [0.051, -0.003, -0.043], [0.008, -0.033, -0.047], [0.028, -0.006, 0.040], [0.004, -0.041, 0.020], [0.020, 0.059, 0.024], [0.028, -0.019, 0.005], [-0.021, 0.043, -0.060], [-0.022, 0.004, 0.037], [0.360, 0.214, -0.108], [-0.124, -0.095, 0.068], [-0.096, -0.003, 0.173], [-0.002, 0.000, 0.006], [0.001, -0.032, -0.001], [-0.010, -0.016, -0.021], [0.002, 0.004, 0.011], [0.006, -0.005, -0.010], [-0.008, 0.011, 0.003], [0.013, 0.005, 0.003], [-0.010, 0.023, 0.008], [0.004, -0.012, -0.011], [0.032, -0.025, 0.002], [0.006, -0.019, -0.015], [-0.009, -0.027, -0.008], [-0.017, -0.039, -0.005], [-0.022, 0.019, 0.001], [0.008, 0.001, 0.036], [0.018, -0.031, 0.001], [-0.002, 0.002, -0.011], [-0.017, -0.011, -0.011], [-0.002, 0.012, 0.009], [0.046, 0.033, 0.067], [-0.093, -0.076, 0.073], [-0.047, 0.007, -0.017], [0.020, 0.067, -0.070], [0.032, -0.003, -0.096], [0.022, -0.034, -0.081], [-0.025, 0.136, -0.028], [-0.019, 0.062, 0.066], [-0.024, -0.208, 0.007], [0.040, 0.120, 0.014], [0.028, -0.094, 0.109], [-0.074, 0.004, -0.055], [0.009, -0.006, 0.061], [0.057, -0.009, -0.030], [0.046, 0.012, -0.069], [0.015, -0.003, -0.003], [-0.006, -0.014, -0.016], [-0.015, 0.002, -0.004], [0.016, 0.013, 0.024], [0.010, 0.020, -0.008], [-0.013, -0.002, 0.049], [0.050, -0.035, -0.014], [-0.033, -0.003, 0.056], [0.037, 0.015, -0.028], [-0.006, -0.012, -0.050], [-0.020, 0.010, -0.001], [0.011, 0.007, -0.017], [-0.018, -0.014, 0.048], [0.011, -0.003, 0.011], [-0.017, 0.014, 0.028], [0.004, 0.004, -0.002], [-0.012, -0.008, -0.017], [-0.001, 0.025, -0.014], [-0.004, 0.005, 0.042], [0.016, -0.006, -0.095], [0.009, -0.053, 0.233], [-0.018, 0.027, -0.199], [-0.082, 0.111, 0.056], [0.086, -0.154, 0.054], [-0.073, 0.179, -0.109], [0.029, -0.085, -0.003], [0.002, -0.011, -0.017], [0.006, -0.001, 0.004], [0.003, 0.011, -0.003], [0.000, -0.005, -0.009], [0.010, 0.010, 0.010], [-0.013, -0.007, 0.000], [0.007, -0.003, -0.012], [-0.011, 0.005, -0.002], [0.001, -0.006, 0.014], [-0.002, -0.004, -0.001], [0.005, -0.013, 0.020], [-0.004, 0.016, -0.017]]
}

***

{
  "formula": "C35H43BN10O2STi",
  "method": "wB97M-V/def2-TZVPD",
  "e_homo_ev": -12.875,
  "charge": 2,
  "species": ["Ti", "C", "C", "N", "N", "C", "B", "N", "C", "C", "C", "N", "N", "C", "C", "C", "N", "H", "H", "H", "H", "H", "H", "H", "H", "H", "H", "C", "O", "C", "C", "C", "C", "C", "C", "N", "N", "C", "C", "O", "C", "C", "C", "C", "C", "C", "C", "C", "H", "H", "H", "H", "H", "H", "H", "H", "H", "H", "H", "H", "H", "C", "C", "C", "C", "N", "C", "S", "N", "C", "C", "C", "C", "H", "H", "H", "H", "H", "H", "H", "H", "H", "H", "H", "H", "H", "H", "H", "H", "H", "H", "H", "H"],
  "xyz": [[0.970118, -1.082757, 0.741126], [-2.956520, -2.350988, 2.047024], [-2.035721, -2.132425, 1.030947], [-0.982909, -1.456031, 1.503042], [-1.209231, -1.235306, 2.824113], [-2.389259, -1.764485, 3.166736], [-0.179746, -0.498512, 3.708480], [1.135596, -1.328488, 3.734325], [1.910928, -1.708348, 4.751990], [3.069289, -2.284267, 4.247103], [2.931759, -2.203973, 2.871417], [1.759065, -1.622287, 2.569015], [0.219612, 0.835830, 3.029351], [0.389784, 2.047689, 3.575494], [1.178518, 2.809943, 2.731166], [1.472620, 1.960878, 1.668428], [0.876341, 0.779966, 1.846693], [-3.904736, -2.855920, 1.979665], [-2.081307, -2.413428, -0.009000], [-2.752932, -1.678755, 4.178820], [-0.605592, -0.330235, 4.809260], [1.589065, -1.553756, 5.770024], [3.893276, -2.696762, 4.803000], [3.599459, -2.529578, 2.090142], [-0.040975, 2.278481, 4.537191], [1.516729, 3.820808, 2.883901], [2.074321, 2.138543, 0.790626], [0.496281, -4.552738, 2.968029], [0.606204, -3.920492, 1.691278], [0.071631, -4.565827, 0.628181], [-0.554290, -5.805144, 0.714645], [-1.009382, -6.434640, -0.430427], [-0.829694, -5.839751, -1.672255], [-0.214772, -4.607357, -1.758073], [0.217006, -3.940962, -0.611815], [0.844914, -2.638271, -0.684474], [1.130918, -2.342541, -1.902297], [1.967394, -1.378824, -2.316404], [2.813492, -0.661858, -1.437038], [2.549007, -0.711720, -0.147465], [3.920157, 0.054753, -1.915512], [4.113342, 0.143636, -3.263017], [3.241794, -0.469690, -4.206861], [3.459635, -0.322807, -5.591202], [2.614378, -0.917227, -6.489728], [1.525999, -1.673824, -6.028465], [1.294906, -1.834594, -4.682399], [2.154200, -1.241191, -3.748483], [1.004487, -5.516965, 2.965269], [-0.550924, -4.682495, 3.245154], [0.980952, -3.893749, 3.677619], [-0.674314, -6.291508, 1.670154], [-1.490694, -7.400106, -0.349990], [-1.162834, -6.335846, -2.573219], [-0.070625, -4.149516, -2.722606], [4.583396, 0.530860, -1.206551], [4.956864, 0.709633, -3.641747], [4.303316, 0.264456, -5.931880], [2.781317, -0.805451, -7.552500], [0.857978, -2.136056, -6.743468], [0.444982, -2.406830, -4.339581], [-1.054528, 5.819938, -3.376432], [0.283566, 5.185875, -3.012257], [0.580017, 5.209070, -1.511726], [-0.330731, 4.311171, -0.686609], [-0.021253, 2.905914, -0.949091], [-0.681150, 1.871383, -0.445186], [-0.228723, 0.294936, -1.038170], [-1.643823, 2.090392, 0.428512], [-2.670741, 1.137383, 0.870666], [-4.074997, 1.708872, 0.694393], [-4.525056, 2.657531, 1.805570], [-3.673050, 3.914496, 1.975997], [-1.188735, 5.848002, -4.457080], [-1.111658, 6.845919, -3.008236], [-1.901788, 5.267488, -2.963583], [1.088623, 5.714265, -3.524853], [0.316375, 4.157243, -3.390037], [0.475652, 6.227055, -1.132202], [1.618813, 4.918863, -1.324363], [-1.379972, 4.492969, -0.939003], [-0.199246, 4.513808, 0.381405], [0.700394, 2.688583, -1.619281], [-1.791101, 3.048984, 0.712574], [-2.493270, 0.885225, 1.919150], [-2.536478, 0.237301, 0.277726], [-4.767190, 0.865467, 0.653530], [-4.136351, 2.202577, -0.280520], [-4.547560, 2.108437, 2.751522], [-5.555954, 2.951528, 1.603674], [-2.685481, 3.690896, 2.396253], [-4.142979, 4.611791, 2.668411], [-3.546178, 4.445487, 1.026328]],
  "forces_ev_per_angstrom": [[0.079, 0.254, -0.140], [-0.049, -0.003, -0.018], [0.010, 0.026, 0.051], [0.228, -0.235, 0.200], [0.077, -0.044, -0.009], [-0.012, 0.035, 0.000], [-0.023, -0.001, 0.006], [0.010, 0.047, -0.027], [-0.001, -0.025, 0.075], [0.018, 0.024, 0.037], [-0.050, 0.054, -0.030], [0.075, 0.104, 0.063], [-0.011, -0.045, -0.006], [-0.007, 0.005, 0.013], [0.001, 0.020, 0.013], [-0.045, -0.007, -0.068], [0.099, -0.093, -0.068], [0.028, 0.008, 0.002], [0.000, -0.015, -0.017], [0.013, -0.010, -0.034], [0.019, 0.010, -0.029], [0.017, -0.005, -0.031], [-0.021, 0.013, -0.013], [-0.005, -0.003, -0.006], [0.017, -0.006, -0.030], [-0.012, -0.036, -0.004], [-0.021, -0.010, 0.032], [-0.053, 0.024, -0.037], [-0.012, 0.118, 0.019], [0.067, -0.092, 0.039], [0.001, -0.004, 0.003], [0.013, 0.029, -0.036], [-0.006, -0.043, 0.025], [-0.114, 0.084, -0.042], [-0.166, 0.156, -0.004], [-0.079, 0.154, -0.292], [0.366, -0.256, -0.118], [0.064, 0.128, 0.024], [-0.082, -0.113, 0.018], [-0.354, -0.221, 0.237], [0.025, 0.036, 0.071], [0.018, 0.008, -0.077], [0.037, 0.027, 0.038], [0.017, 0.011, -0.014], [-0.008, -0.006, -0.023], [-0.015, -0.007, 0.015], [-0.006, 0.000, -0.033], [-0.017, -0.042, 0.097], [0.005, -0.011, -0.007], [-0.019, -0.004, -0.004], [0.020, -0.001, 0.007], [0.004, 0.000, 0.010], [0.004, 0.013, -0.005], [-0.002, 0.006, 0.018], [-0.003, 0.038, -0.014], [-0.002, 0.001, -0.003], [-0.011, -0.009, 0.006], [-0.006, -0.005, 0.006], [-0.004, -0.004, 0.017], [0.009, 0.006, 0.008], [0.004, -0.009, 0.002], [-0.004, -0.007, 0.004], [-0.008, -0.022, 0.001], [0.002, -0.010, -0.015], [-0.012, 0.004, -0.016], [-0.022, -0.004, 0.000], [0.023, 0.011, 0.009], [-0.091, -0.181, 0.103], [-0.084, -0.045, -0.008], [0.032, 0.056, -0.027], [0.017, 0.028, 0.018], [0.012, 0.007, 0.003], [0.006, -0.009, -0.004], [0.002, -0.003, 0.016], [0.001, -0.013, -0.008], [0.015, 0.011, -0.005], [-0.008, 0.015, 0.005], [0.015, 0.006, -0.003], [-0.013, 0.010, -0.023], [0.001, 0.007, 0.025], [-0.004, 0.014, 0.024], [0.029, -0.029, 0.011], [0.016, 0.004, 0.004], [-0.031, 0.024, -0.014], [0.027, -0.008, -0.010], [-0.024, 0.075, -0.009], [0.004, -0.005, 0.009], [-0.009, -0.005, 0.001], [-0.009, 0.002, 0.000], [0.006, 0.007, -0.008], [-0.014, 0.002, -0.011], [0.004, -0.010, -0.008], [-0.008, -0.009, 0.022]]
}